Entry 1:
{"formula": "C2H5N3S", "method": "wB97M-V/def2-TZVPD", "species": ["C", "C", "H", "H", "H", "H", "H", "N", "N", "N", "S"], "xyz": [[0.42570, -0.86409, 0.45814], [-1.87012, -0.46132, -0.39445], [2.29992, 1.77996, 0.81639], [1.67857, 1.21043, -0.58652], [0.11653, -1.91689, 0.68198], [-0.29082, 0.75133, -0.90687], [-2.30015, -1.44566, 0.59413], [1.55699, 1.05815, 0.38770], [1.64752, -0.37299, 0.69991], [-0.48797, -0.13799, -0.28963], [-2.77617, 0.39908, -1.46078]], "atomic_forces_ev_per_a": [[2.868, 0.964, -0.456], [0.752, -1.064, 2.083], [-1.689, -3.195, -0.691], [0.184, -0.109, -1.139], [0.678, 1.125, -0.067], [-0.108, -2.548, 2.042], [1.408, 3.099, -3.370], [1.864, 1.891, 1.558], [-3.171, 0.229, 0.204], [-2.883, 0.675, -1.161], [0.098, -1.066, 0.996]], "multiplicity": 1, "gap_ev": 8.8, "lumo_ev": -0.2218}

Entry 2:
{"formula": "C2H5N3S", "method": "wB97M-V/def2-TZVPD", "species": ["H", "N", "C", "N", "S", "C", "N", "H", "H", "H", "H"], "xyz": [[2.61729, 0.68700, -0.29843], [2.42784, -0.32416, -0.08625], [1.17452, -0.65479, -0.09056], [-0.03954, 0.09632, -0.12646], [0.13844, 1.75291, -0.12683], [-1.23774, -0.59092, -0.02229], [-2.41736, -0.16190, -0.13419], [-2.47019, 0.93302, -0.36402], [0.99664, -1.71906, -0.08904], [-0.05769, 1.73011, 1.17808], [-1.13222, -1.74854, 0.16000]], "atomic_forces_ev_per_a": [[-0.532, -0.969, 0.700], [-2.087, 0.751, -0.834], [1.754, 0.292, -0.001], [2.294, -1.511, -0.610], [-0.605, 0.586, -0.137], [-0.867, -2.087, -0.050], [-0.253, 2.888, -0.512], [0.419, -2.929, 0.705], [-0.324, -0.278, 0.303], [0.045, 0.917, 0.741], [0.156, 2.340, -0.305]], "smiles": "[H]/N=C\\N(S)/C=N\\[H]", "multiplicity": 1, "gap_ev": 10.2, "lumo_ev": 0.5203}

Entry 3:
{"formula": "C2H5N3S2", "method": "wB97M-V/def2-TZVPD", "species": ["C", "C", "N", "N", "N", "S", "S", "H", "H", "H", "H", "H"], "xyz": [[-0.03956, -0.47301, 0.20439], [-1.30650, -1.01421, 0.15326], [1.23217, -0.40392, 0.73692], [2.26302, -0.76362, 1.64981], [-2.15832, 1.14351, -1.14241], [-0.89845, 1.73785, -2.10023], [-2.56112, -0.56809, -0.90112], [-0.12796, 0.28570, -0.60814], [-1.74260, -1.87517, 0.62638], [1.66454, -0.11917, -0.12372], [3.13350, -0.35877, 1.15154], [-3.05731, 1.49185, -1.34727]], "atomic_forces_ev_per_a": [[-3.509, 0.284, -1.035], [2.077, -1.319, 1.844], [2.887, 0.041, -0.947], [-1.470, 0.392, -1.291], [0.695, -1.423, -0.983], [-0.994, -0.129, 0.442], [0.450, 1.755, -0.714], [1.190, -0.433, 0.914], [0.617, -0.487, 0.930], [0.813, 0.676, 0.171], [-1.807, -0.769, 0.865], [-0.948, 1.413, -0.195]], "multiplicity": 1, "gap_ev": [8.0, 5.8], "lumo_ev": [-0.3548, -1.7741]}

Entry 4:
{"formula": "C2H5N3S2", "method": "wB97M-V/def2-TZVPD", "species": ["H", "N", "C", "C", "N", "S", "N", "S", "H", "H", "H", "H"], "xyz": [[1.01110, -2.23282, -0.28353], [0.16944, -1.80954, -0.70593], [0.20184, -0.55420, -0.58168], [1.36958, 0.12989, 0.06238], [1.30761, 0.94967, 1.02710], [-0.04873, 1.37800, 1.84479], [-0.89160, 0.20791, -0.90184], [-2.26031, -0.38720, -1.66402], [2.39297, -0.10953, -0.25989], [0.59127, 2.13029, 2.80982], [-0.92912, 1.21846, -0.78472], [-2.91405, -0.92091, -0.56248]], "atomic_forces_ev_per_a": [[-0.397, 0.262, -0.574], [0.415, -0.970, 0.304], [0.369, -0.111, 0.562], [-0.135, 0.632, 0.020], [1.189, -0.261, 0.006], [-0.585, 0.774, 0.909], [-0.258, 1.193, -0.239], [-0.760, -0.685, 0.538], [-0.530, -0.092, -0.221], [-0.373, -0.522, -0.727], [0.593, -0.569, 0.147], [0.473, 0.349, -0.726]], "smiles": "[H]/N=C(\\C=N/S)NS", "multiplicity": 1, "gap_ev": 9.7, "lumo_ev": 0.4983}

Entry 5:
{"formula": "C2H5N4O5S", "method": "wB97M-V/def2-TZVPD", "species": ["C", "C", "N", "N", "N", "N", "O", "O", "O", "O", "O", "S", "H", "H", "H", "H", "H"], "xyz": [[1.98370, -1.00386, 0.26117], [-2.01195, -1.59098, -0.05762], [2.48291, 0.13382, 0.80451], [-2.01350, 1.57841, -0.16205], [0.80234, -1.63656, 0.65977], [-1.04857, -0.80698, 0.73628], [-1.66207, -2.57713, -0.64770], [2.66435, -1.74225, -0.48330], [-3.06370, -0.98942, 0.11311], [0.10087, 0.62094, -1.20474], [0.11535, 1.43041, 1.05100], [-0.66808, 0.67581, 0.04745], [1.88090, 0.92995, 1.03465], [3.26673, 0.52911, 0.35601], [-2.78904, 0.99254, 0.10672], [-2.08872, 1.96255, -1.16134], [0.63364, -2.25224, -0.11769]], "atomic_forces_ev_per_a": [[1.239, -1.019, -1.198], [0.570, 0.120, 0.124], [-0.900, 0.825, 0.717], [-0.486, 0.430, -1.839], [-2.466, 1.715, 0.653], [3.767, 0.268, -0.063], [0.406, -1.172, -0.542], [-0.321, 1.053, 0.829], [-2.115, 0.542, -0.163], [-1.654, -0.521, 0.663], [-1.352, -1.109, -0.291], [4.251, 2.161, 0.177], [-0.665, -1.014, 0.224], [1.137, -0.441, -0.822], [-0.785, -0.218, -0.148], [0.221, -1.215, 2.017], [-0.848, -0.408, -0.338]], "multiplicity": 1, "gap_ev": [8.3, 8.3], "lumo_ev": [2.4479, 2.4493], "charge": -1}

Entry 6:
{"formula": "C2H5N5O", "method": "wB97M-V/def2-TZVPD", "species": ["C", "C", "N", "N", "N", "N", "N", "O", "H", "H", "H", "H", "H"], "xyz": [[-1.13408, 1.10215, -0.90616], [-0.64838, -0.29931, -0.82062], [-1.13061, 1.96542, 0.01811], [-1.08506, 2.61933, 1.04612], [0.16646, -0.45978, 0.24272], [2.07198, -1.66837, 0.76019], [0.88328, -1.56008, 0.08366], [-1.04560, -1.17629, -1.58209], [-1.61164, 1.27853, -1.80978], [-1.85212, 3.26163, 1.27523], [2.15528, -1.81719, 1.74616], [2.63500, -0.84337, 0.47293], [0.59550, -2.40267, -0.52648]], "atomic_forces_ev_per_a": [[0.661, -0.750, 0.941], [-1.869, 0.387, 0.014], [-1.377, 0.156, 0.090], [1.397, 0.034, 0.278], [1.935, -1.178, -0.006], [1.986, 0.928, -1.809], [-0.949, -1.620, 0.555], [0.439, 0.354, -0.083], [-0.805, 0.872, -1.777], [-0.302, -0.385, -0.430], [-1.063, -0.027, 0.525], [-0.408, -0.925, 0.617], [0.356, 2.153, 1.084]], "multiplicity": 1, "gap_ev": [7.1, 8.2], "lumo_ev": [-0.9374, -0.1661]}

Entry 7:
{"formula": "C2H5N5O", "method": "wB97M-V/def2-TZVPD", "species": ["C", "N", "N", "N", "C", "O", "N", "N", "H", "H", "H", "H", "H"], "xyz": [[-1.57413, -1.66720, -0.75843], [-0.62286, -0.56071, -0.68321], [-1.04673, 0.72002, -1.00665], [-0.40674, 1.58460, -0.38613], [0.57892, 0.98568, 0.42897], [1.47308, 1.53464, 1.06109], [0.32257, -0.38374, 0.38683], [1.24134, -1.36976, 0.77811], [-2.44513, -1.39096, -0.01243], [-1.03375, -2.66710, -0.55364], [-2.01265, -1.62194, -1.82027], [2.11921, -0.95579, 0.50595], [1.14588, -1.48522, 1.74579]], "atomic_forces_ev_per_a": [[-1.331, 0.249, 0.370], [1.326, 1.382, 0.175], [-0.342, -2.739, 0.233], [0.868, 0.870, 0.126], [0.731, -0.038, 1.070], [-1.035, -0.846, -0.814], [-1.489, 0.401, -0.661], [-0.895, 0.856, -2.615], [1.594, -1.213, -1.284], [-1.034, 1.801, -0.271], [0.775, -0.268, 1.659], [0.694, -0.363, 0.439], [0.137, -0.092, 1.573]], "smiles": "Cn1nnc(=O)n1N", "multiplicity": 1, "gap_ev": 9.6, "lumo_ev": 0.2179}

Entry 8:
{"formula": "C2H5N5O", "method": "wB97M-V/def2-TZVPD", "species": ["H", "N", "C", "N", "N", "N", "N", "C", "O", "H", "H", "H", "H"], "xyz": [[-0.17385, -2.38829, -0.54825], [-0.50061, -1.42724, -0.66626], [0.19408, -0.57863, 0.00283], [1.30072, -0.92618, 0.71802], [-0.71786, 0.74931, 0.51237], [-2.03218, 0.72903, 0.21712], [-0.12018, 1.92435, 0.05877], [0.94341, 1.57434, -0.45851], [2.05288, 1.67889, -0.84710], [1.65847, -1.86473, 0.59475], [2.06694, -0.27065, 0.76550], [-2.26297, 1.00254, -0.73560], [-2.40885, -0.20272, 0.38636]], "atomic_forces_ev_per_a": [[0.340, 0.256, -0.555], [-0.134, 1.005, 0.945], [-3.424, -1.332, -0.084], [1.058, 0.831, 0.692], [1.923, -3.143, 0.882], [-1.146, -0.191, -0.685], [0.240, -0.327, -0.503], [2.486, 3.690, -0.560], [-1.318, -1.216, -0.025], [-0.340, 0.105, -0.244], [-0.115, 0.146, 0.232], [0.203, -0.134, -0.186], [0.226, 0.311, 0.089]], "smiles": "[H]/N=C(\\N)N(N)N=C=O", "multiplicity": 1, "gap_ev": [8.0, 8.0], "lumo_ev": [-0.4693, -0.4692]}

Entry 9:
{"formula": "C2H5NO", "method": "wB97M-V/def2-TZVPD", "species": ["C", "N", "C", "O", "H", "H", "H", "H", "H"], "xyz": [[0.07159, 0.02070, -1.14025], [-0.00713, -0.43973, 0.22466], [-0.07040, 0.28659, 1.37113], [0.36143, -0.13671, 2.41605], [1.04040, -0.15459, -1.61430], [-0.06176, 1.08230, -1.12054], [-0.70146, -0.44742, -1.72312], [-0.00402, -1.43797, 0.36309], [-0.62865, 1.22684, 1.22328]], "atomic_forces_ev_per_a": [[-0.041, 0.074, 0.491], [-0.038, -0.945, -0.392], [0.121, -0.314, -0.483], [-0.474, 0.317, 0.428], [0.034, -0.193, 0.224], [-0.280, 0.735, -0.220], [-0.325, -0.044, -0.463], [0.555, 0.005, 0.142], [0.448, 0.366, 0.274]], "smiles": "CNC=O", "multiplicity": 1, "gap_ev": 10.7, "lumo_ev": 0.9750}

Entry 10:
{"formula": "C2H5NO", "method": "wB97M-V/def2-TZVPD", "species": ["C", "N", "C", "O", "H", "H", "H", "H", "H"], "xyz": [[0.52520, -0.89453, 0.07949], [-0.73408, -0.05442, -0.00898], [-0.44239, 1.30850, -0.00776], [0.71745, 1.70661, 0.20957], [1.01229, -1.23492, -0.80502], [1.34652, -0.45054, 0.73023], [0.37608, -1.89685, 0.59954], [-1.47726, -0.39440, -0.70155], [-1.32382, 1.91054, -0.09552]], "atomic_forces_ev_per_a": [[0.086, -1.418, 2.619], [1.120, -0.848, -1.506], [2.983, -1.188, 0.806], [-2.932, -0.036, -0.529], [-0.016, 0.559, -1.332], [-1.534, 0.059, -1.007], [-0.707, 1.274, -0.419], [1.500, 0.772, 1.632], [-0.499, 0.827, -0.265]], "smiles": "CNC=O", "multiplicity": 1, "gap_ev": 10.9, "lumo_ev": 0.9242}

Values of molecular weight, in order: 103.2, 103.2, 135.2, 135.2, 197.2, 115.1, 115.1, 115.1, 59.1, 59.1, all in g/mol.
Values of relative energy (zero: lowest compared OMol25 entry of this formula, charge and spin), in order: 415.3, 210.4, 717.9, 245.4, 166.8, 526.1, 262.1, 341.0, 81.8, 116.0, all in kJ/mol.